Molecular formula: C25H45GdNP2S
Method: DFT, ωB97M-V/def2-TZVPD

Output
<S²>: 16.4025
HOMO energy (alpha / beta) in eV: -10.0 / -9.3
2S+1: 8
Total charge: +1
Molecular weight in g/mol: 610.9
Gap between HOMO and LUMO (alpha / beta) in hartree: 0.2080 / 0.1744
E in eV: -78383.859

Last column: Löwdin charge in e.
Atoms and positions in Å:
Gd1 -0.239 -0.417 -0.751  1.43
C1 -2.319 1.721 0.927  -0.23
C2 -2.754 0.826 -0.087  -0.29
C3 -2.509 -0.359 1.883  -0.23
C4 -2.231 1.004 2.145  -0.19
C5 -2.811 -0.486 0.496  -0.31
C6 -2.049 3.162 0.725  -0.04
H1 -1.748 3.358 -0.312  0.07
H2 -1.233 3.508 1.374  0.06
H3 -2.936 3.777 0.928  0.10
C7 -1.986 1.558 3.494  -0.02
H4 -1.696 2.612 3.457  0.07
H5 -1.177 1.009 3.999  0.03
H6 -2.875 1.487 4.139  0.10
C8 -2.542 -1.448 2.878  -0.03
H7 -3.573 -1.694 3.180  0.10
H8 -1.986 -1.185 3.788  0.07
H9 -2.094 -2.371 2.487  0.07
C9 -3.198 -1.736 -0.198  -0.05
H10 -4.292 -1.828 -0.279  0.11
H11 -2.823 -2.626 0.328  0.08
H12 -2.805 -1.777 -1.227  0.04
C10 -3.290 1.232 -1.411  -0.03
H13 -4.256 1.763 -1.305  0.11
H14 -3.483 0.369 -2.063  0.08
H15 -2.606 1.922 -1.931  0.07
C11 1.716 0.578 -1.814  -0.21
C12 0.615 1.419 -1.999  -0.25
C13 -0.086 1.579 -3.348  -0.15
C14 -0.957 0.395 -3.871  -0.16
C15 -1.003 -0.859 -3.016  -0.24
C16 0.084 -1.683 -2.791  -0.24
C17 1.429 -1.463 -3.463  -0.15
C18 2.306 -0.305 -2.904  -0.15
H16 0.647 1.824 -4.142  0.13
H17 -0.636 0.170 -4.905  0.13
H18 -0.741 2.465 -3.276  0.11
H19 2.627 0.314 -3.763  0.13
H20 2.419 0.770 -0.982  0.09
H21 0.447 2.264 -1.304  0.09
H22 3.223 -0.760 -2.491  0.12
H23 2.007 -2.406 -3.392  0.11
H24 -0.084 -2.713 -2.431  0.09
H25 1.294 -1.305 -4.548  0.13
H26 -2.000 0.750 -3.986  0.11
H27 -2.010 -1.285 -2.916  0.11
P1 2.003 2.532 1.236  0.76
C19 1.557 3.130 2.910  -0.28
H28 2.313 3.838 3.272  0.05
H29 1.477 2.271 3.595  -0.01
H30 0.575 3.619 2.855  0.02
C20 3.621 1.732 1.576  -0.29
H31 4.311 2.456 2.027  0.05
H32 4.035 1.356 0.632  0.03
H33 3.473 0.880 2.252  0.02
C21 2.533 4.042 0.366  -0.31
H34 2.963 3.756 -0.602  0.03
H35 3.271 4.598 0.955  0.04
H36 1.654 4.669 0.172  0.04
P2 0.959 -3.172 0.308  0.77
C22 0.023 -4.643 -0.241  -0.28
H37 0.694 -5.466 -0.518  0.05
H38 -0.588 -4.352 -1.107  0.02
H39 -0.652 -4.959 0.565  0.05
C23 2.595 -3.350 -0.510  -0.26
H40 2.503 -3.201 -1.595  0.01
H41 3.006 -4.346 -0.294  0.06
H42 3.262 -2.571 -0.107  0.05
C24 1.410 -3.626 2.027  -0.27
H43 1.841 -4.637 2.063  0.06
H44 0.510 -3.580 2.654  0.04
H45 2.131 -2.896 2.420  0.03
S1 1.081 -0.423 4.038  0.68
C25 0.909 -0.404 2.462  -0.97
N1 0.740 -0.382 1.269  -0.17

=====

Molecular formula: C25H45IO12P2
Method: DFT, ωB97M-V/def2-TZVPD

Output
Structure (SMILES): CC(=O)OCCC1=CC(=O)C=C(C[C@H](C)I)C1=O.CCOP(=O)(OCC)OCC.CCOP(=O)(OCC)OCC
HOMO energy in eV: -9.7
Total charge: 0
Molecular weight in g/mol: 726.5
Gap between HOMO and LUMO in hartree: 0.3019
E in eV: -77897.471

Last column: Löwdin charge in e.
Atoms and positions in Å:
C1 1.471 -2.990 -3.010  -0.01
C2 1.789 -4.234 -3.970  -0.38
O1 2.425 -5.194 -3.455  0.04
O2 1.412 -4.283 -5.356  -0.04
C3 0.605 -3.129 -5.713  -0.21
C4 0.073 -3.138 -7.223  -0.10
C5 -0.488 -1.684 -7.562  -0.09
C6 -0.766 -1.395 -8.935  0.08
C7 -1.312 0.071 -9.331  -0.29
O3 -2.033 0.294 -10.335  0.04
C8 -0.839 1.264 -8.391  0.01
C9 -0.556 0.993 -7.031  -0.13
C10 -0.044 2.079 -5.968  -0.20
C11 1.578 2.180 -5.961  -0.71
C12 1.982 3.309 -4.865  -0.19
I1 2.336 2.891 -7.912  0.77
C13 -0.786 -0.523 -6.524  -0.21
O4 -1.219 -0.659 -5.355  0.04
H1 1.915 -2.053 -3.520  0.09
H2 0.333 -2.792 -2.972  0.08
H3 1.864 -3.113 -1.952  0.10
H4 -0.330 -3.101 -5.039  0.14
H5 1.260 -2.194 -5.597  0.13
H6 -0.744 -3.938 -7.389  0.14
H7 0.933 -3.445 -7.923  0.14
H8 -0.602 -2.128 -9.785  0.13
H9 -0.709 2.348 -8.746  0.11
H10 -0.341 1.727 -4.908  0.12
H11 -0.542 3.105 -6.101  0.13
H12 1.987 1.143 -5.700  0.09
H13 1.664 3.029 -3.804  0.08
H14 3.119 3.443 -4.977  0.07
H15 1.509 4.287 -5.241  0.07
C14 -4.767 -3.199 2.053  -0.08
C15 -4.776 -2.290 0.839  -0.29
O5 -3.820 -1.240 0.941  -0.24
P1 -2.198 -1.534 0.681  0.72
O6 -2.401 -2.386 -0.576  -0.25
O7 -1.831 -0.117 -0.088  -0.22
C16 -1.294 -0.109 -1.404  -0.30
C17 -2.397 0.107 -2.422  -0.07
O8 -1.841 -0.661 2.105  -0.22
C18 -2.543 -0.779 3.327  -0.29
C19 -2.019 -1.934 4.155  -0.07
H16 -3.784 -3.658 2.192  0.07
H17 -5.508 -3.995 1.945  0.08
H18 -5.003 -2.642 2.963  0.07
H19 -4.636 -2.874 -0.073  0.10
H20 -5.758 -1.816 0.755  0.12
H21 -0.727 -1.020 -1.607  0.09
H22 -0.586 0.724 -1.456  0.11
H23 -3.165 -0.666 -2.358  0.08
H24 -1.992 0.111 -3.437  0.04
H25 -2.900 1.062 -2.242  0.08
H26 -3.621 -0.840 3.188  0.10
H27 -2.372 0.152 3.876  0.12
H28 -2.078 -2.875 3.604  0.07
H29 -2.589 -2.027 5.083  0.09
H30 -0.968 -1.775 4.409  0.07
C20 2.769 3.982 4.719  -0.08
C21 2.885 4.007 6.231  -0.30
O9 2.112 2.986 6.852  -0.24
P2 2.640 1.403 6.861  0.72
O10 4.087 1.731 7.242  -0.25
O11 2.115 0.997 8.376  -0.23
C22 3.018 0.539 9.373  -0.30
C23 3.431 1.686 10.275  -0.08
O12 1.081 0.910 6.368  -0.20
C24 0.308 1.545 5.369  -0.29
C25 0.670 1.046 3.986  -0.07
H31 3.104 3.021 4.317  0.07
H32 3.374 4.774 4.272  0.08
H33 1.734 4.129 4.402  0.07
H34 3.933 3.957 6.532  0.10
H35 2.503 4.963 6.602  0.12
H36 3.882 0.040 8.929  0.10
H37 2.487 -0.213 9.965  0.11
H38 3.904 2.492 9.712  0.07
H39 4.129 1.343 11.043  0.08
H40 2.555 2.120 10.766  0.08
H41 0.355 2.631 5.431  0.10
H42 -0.736 1.286 5.573  0.12
H43 1.732 1.194 3.777  0.07
H44 0.081 1.566 3.227  0.09
H45 0.472 -0.025 3.904  0.06

=====

Molecular formula: C25H46BBe2F8NO11P
Method: DFT, ωB97M-V/def2-TZVPD

Output
HOMO energy in eV: -10.5
Total charge: +1
Molecular weight in g/mol: 748.4
Gap between HOMO and LUMO in hartree: 0.0559
E in eV: -83163.437

Last column: Löwdin charge in e.
Atoms and positions in Å:
O1 -5.133 -3.384 0.635  0.11
C1 -4.429 -2.300 0.250  -0.20
O2 -3.213 -1.805 0.977  -0.10
C2 -2.063 -2.689 0.677  0.12
P1 -0.446 -1.753 1.224  0.75
O3 -0.535 -1.551 2.821  -0.34
O4 -0.360 -0.179 0.441  -0.18
O5 0.892 -2.794 0.805  -0.38
C3 -4.807 -1.420 -1.122  0.01
C4 -5.030 0.208 -0.895  0.10
C5 -5.374 1.158 -2.224  0.08
C6 -5.455 0.454 -3.737  0.03
C7 -5.241 -1.177 -3.907  0.11
C8 -4.901 -2.161 -2.600  0.21
H1 -1.984 -2.861 -0.496  0.14
H2 0.506 -0.172 -0.064  0.09
H3 1.295 -2.375 -0.036  0.09
H4 -4.957 0.762 0.134  0.12
H5 -5.557 2.323 -2.079  0.13
H6 -5.694 1.093 -4.709  0.12
H7 -5.322 -1.723 -4.951  0.12
H8 -4.723 -3.315 -2.679  0.09
C9 -3.045 0.626 -9.926  -0.05
C10 -2.439 1.311 -8.715  -0.20
O6 -2.602 0.496 -7.544  0.02
C11 -1.664 -0.486 -7.357  -0.30
O7 -0.727 -0.692 -8.123  -0.08
C12 -1.928 -1.241 -6.055  -0.45
F1 -3.247 -1.540 -5.876  0.14
F2 -1.551 -0.520 -4.959  0.14
F3 -1.258 -2.425 -5.979  0.15
H9 -4.091 0.365 -9.738  0.09
H10 -2.994 1.277 -10.804  0.09
H11 -2.520 -0.307 -10.155  0.08
H12 -2.967 2.251 -8.524  0.13
H13 -1.385 1.562 -8.878  0.11
Be1 1.210 -0.468 -9.494  0.54
F4 -3.336 -4.763 -2.707  -0.41
O8 -4.750 -0.056 2.844  -0.06
H14 -4.611 -0.329 3.763  0.06
H15 -4.017 -0.468 2.363  -0.01
Be2 2.784 -3.725 1.839  0.71
C13 -9.002 2.021 1.470  -0.17
C14 -8.813 3.515 1.515  -0.17
C15 -7.788 3.737 0.424  -0.21
O9 -7.996 2.712 -0.558  -0.17
C16 -8.886 1.730 -0.010  -0.20
H16 -9.950 1.685 1.898  0.12
H17 -8.187 1.527 2.013  0.12
H18 -9.753 4.015 1.251  0.12
H19 -8.488 3.889 2.489  0.12
H20 -6.768 3.628 0.810  0.11
H21 -7.881 4.721 -0.045  0.12
H22 -9.854 1.840 -0.512  0.12
H23 -8.499 0.728 -0.212  0.11
C17 4.529 -0.944 2.569  -0.17
C18 5.585 0.147 2.649  -0.26
C19 7.017 -0.394 2.666  -0.22
C20 7.370 -1.282 3.865  -0.23
C21 7.178 -0.635 5.239  -0.27
C22 8.064 0.582 5.461  -0.12
H24 4.557 -1.599 3.445  0.06
H25 3.531 -0.498 2.520  0.06
H26 4.670 -1.558 1.673  0.03
H27 5.401 0.773 3.529  0.11
H28 5.473 0.803 1.777  0.11
H29 7.712 0.452 2.623  0.11
H30 7.189 -0.971 1.748  0.11
H31 8.416 -1.597 3.764  0.11
H32 6.775 -2.202 3.825  0.10
H33 7.414 -1.380 6.009  0.11
H34 6.130 -0.359 5.391  0.10
H35 9.121 0.320 5.354  0.07
H36 7.914 0.976 6.472  0.07
H37 7.833 1.384 4.755  0.07
C23 11.689 1.799 7.292  -0.02
C24 12.242 3.191 7.420  -0.55
O10 13.356 3.411 7.889  0.03
N1 11.466 4.230 6.997  0.00
C25 10.143 4.182 6.423  -0.08
H38 12.421 1.080 7.670  0.09
H39 10.774 1.704 7.883  0.08
H40 11.490 1.570 6.241  0.08
H41 11.907 5.136 7.115  0.14
H42 10.187 4.638 5.431  0.08
H43 9.476 4.770 7.058  0.08
H44 9.762 3.164 6.339  0.06
B1 -7.492 -4.444 -4.818  -1.04
F5 -7.202 -3.066 -5.181  0.03
F6 -8.602 -4.475 -3.881  0.03
F7 -7.844 -5.196 -6.012  0.04
F8 -6.318 -5.040 -4.199  0.03
O11 0.255 -2.939 -3.102  -0.08
H45 0.086 -3.871 -2.898  0.05
H46 -0.143 -2.815 -3.977  0.01

=====

Which formula does entry 1 have? C25H45GdNP2S